Density functional theory data (ωB97M-V/def2-TZVPD) for a 2-piece molecular cluster, C4H10NO3 overall.

Cartesian coordinates (Å):
1 H 0.849 0.618 0.135
2 H -1.398 -0.093 2.016
3 O 0.362 -2.746 -0.024
4 O 3.440 1.047 -0.114
5 C -1.642 1.264 -0.666
6 N -1.117 -0.036 -0.173
7 H -2.769 1.320 -0.586
8 H 3.914 1.137 0.693
9 H -2.939 -0.494 0.795
10 H -1.679 -1.673 1.026
11 H -1.172 2.190 -0.084
12 H -1.380 1.356 -1.713
13 H 3.110 0.112 -0.072
14 O 2.334 -1.463 -0.098
15 C 1.074 -1.695 -0.117
16 C -1.779 -0.597 0.971
17 H 0.497 -0.053 -1.577
18 C 0.294 -0.192 -0.414

Forces on atoms 1 to 3 (eV/Å):
0.0 -0.7 -0.5
-1.2 -1.1 -1.9
2.0 2.3 -0.1

Output
lowest unoccupied orbital energy = 3.794 eV
Kohn-Sham gap = 0.2942 hartree
total charge = -1
multiplicity = 1
relative energy (zero: lowest compared OMol25 entry of this formula, charge and spin) = 208.6 kJ/mol



Density functional theory data (ωB97M-V/def2-TZVPD) for a single C2H2O2S molecule.

Cartesian coordinates (Å):
1 O 0.454 -1.083 -0.005
2 O -3.043 -0.402 -0.105
3 C -0.159 0.068 0.123
4 H 1.754 0.338 -0.933
5 C 1.278 0.102 0.010
6 S -2.164 0.751 0.008
7 H 1.879 0.225 0.902

Forces on atoms 1 to 3 (eV/Å):
0.1 -2.0 -0.7
-0.5 -0.9 -0.1
-2.7 1.9 1.8

Output
lowest unoccupied orbital energy (alpha / beta) = 0.114 / -1.609 eV
<S²> = 2.0072
Kohn-Sham gap (alpha / beta) = 0.2569 / 0.3242 hartree
multiplicity = 3
relative energy (zero: lowest compared OMol25 entry of this formula, charge and spin) = 285.6 kJ/mol



Density functional theory data (ωB97M-V/def2-TZVPD) for C31H46N4OsP2Si as an isolated structure.

Cartesian coordinates (Å):
1 H 4.279 -2.008 -0.257
2 C 1.624 4.945 0.165
3 H -4.642 -0.892 -0.474
4 C 1.201 4.370 2.320
5 C -3.111 5.523 2.397
6 H -1.912 3.322 -1.334
7 H 0.699 -0.575 -2.716
8 H -0.714 -1.021 -2.024
9 H -3.897 4.122 3.982
10 C 4.174 -2.213 0.817
11 C 0.012 2.593 -2.113
12 C -3.644 -0.440 -0.299
13 H -4.635 -3.399 0.195
14 C 1.739 -0.298 -2.699
15 H 2.794 -1.828 -3.885
16 H -3.377 -4.266 -1.976
17 C -1.858 -2.772 -1.744
18 H 5.018 -0.348 -3.226
19 P -0.497 3.125 0.585
20 H 3.450 -1.994 3.778
21 H -0.738 -3.804 -0.223
22 H 1.040 -3.237 0.884
23 H 1.440 5.035 -0.893
24 H 3.665 0.649 0.763
25 H -1.935 -5.773 -1.775
26 H 5.045 -1.777 1.330
27 C -3.278 -3.297 -1.473
28 H 0.298 0.114 1.414
29 C -2.750 -0.429 -1.562
30 H 4.098 1.684 -1.653
31 H 0.637 3.956 3.144
32 H -0.660 4.580 -1.336
33 N 0.682 4.344 1.004
34 C -3.555 -3.500 0.013
35 H -2.390 0.596 -1.729
36 H 4.207 -3.300 0.962
37 H 1.381 -2.205 -0.509
38 H -1.291 0.121 2.261
39 H -0.025 -1.125 2.697
40 H 0.493 -6.618 -2.774
41 C -2.896 -1.115 0.856
42 C -2.437 3.352 2.527
43 C 2.454 4.951 2.284
44 H 2.018 -2.985 3.430
45 H -3.614 6.457 2.615
46 C 0.203 -5.637 -2.422
47 N 2.161 0.858 -2.051
48 H -3.316 -4.529 0.313
49 H 3.113 5.085 3.126
50 C 3.990 -0.169 -2.928
51 H -3.064 -0.594 1.819
52 H 1.830 -1.282 3.909
53 C -0.840 3.509 -1.173
54 N 0.493 -3.421 -1.959
55 C 2.716 5.331 0.927
56 H 2.032 1.041 1.325
57 H 2.118 -4.507 -2.825
58 H -3.322 -0.722 -2.457
59 H -2.255 2.313 2.741
60 H 0.209 3.111 -3.076
61 H -1.822 5.943 0.605
62 C -3.262 4.290 3.125
63 C 1.086 -2.173 0.562
64 C 1.091 -4.477 -2.442
65 P 1.506 2.141 -1.176
66 H -2.687 -2.947 1.966
67 C -0.466 -0.509 1.896
68 H -0.514 1.643 -2.343
69 H -4.025 -2.628 -1.919
70 N -1.780 3.951 1.445
71 C -2.791 -2.573 0.944
72 C 2.826 -0.930 -3.281
73 C 2.899 0.397 1.509
74 H -1.807 -2.749 -2.847
75 C 2.447 -1.980 3.329
76 C -1.532 -1.337 -1.376
77 Si 2.586 -1.466 1.524
78 Os -1.063 -1.840 0.421
79 C 3.566 0.883 -2.139
80 C -0.998 -5.224 -1.886
81 H 3.611 5.809 0.558
82 H -3.830 0.605 0.002
83 C -2.196 5.290 1.377
84 C -0.809 -3.808 -1.365
85 H 3.303 0.682 2.493

Forces on atoms 1 to 3 (eV/Å):
0.0 0.0 0.2
-2.3 -1.6 0.9
0.6 0.1 0.1

Output
lowest unoccupied orbital energy (alpha / beta) = -5.513 / -9.041 eV
<S²> = 6.0298
Kohn-Sham gap (alpha / beta) = 0.2674 / 0.1560 hartree
total charge = +2
multiplicity = 5
relative energy (zero: lowest compared OMol25 entry of this formula, charge and spin) = 130.1 kJ/mol



Density functional theory data (ωB97M-V/def2-TZVPD) for C41H33BrFN2O7OsS2Si as an isolated structure.

Cartesian coordinates (Å):
1 C -0.638 -0.671 -5.205
2 C 4.567 5.610 4.634
3 C 0.538 1.609 3.594
4 O 0.314 2.265 -1.504
5 C -1.595 -2.081 -6.846
6 H -3.972 -0.502 -5.021
7 C -3.580 -2.633 2.480
8 C 2.870 -6.806 2.942
9 C 0.244 3.006 -0.482
10 C 0.918 0.773 2.630
11 H -5.278 0.238 -3.417
12 H 4.666 4.233 5.949
13 C 3.181 -5.325 0.586
14 H -2.707 2.612 -1.098
15 F 0.491 -0.138 -4.603
16 C -4.733 0.821 -2.677
17 N -1.896 0.654 -3.648
18 H 4.382 1.273 2.919
19 C -1.702 0.449 0.436
20 C 3.868 -4.127 0.755
21 H -2.593 0.563 3.200
22 H 2.666 -4.815 3.637
23 C -1.872 -0.245 -4.706
24 H 0.610 1.344 4.640
25 C 1.117 -0.790 -1.564
26 C -2.765 -0.347 2.641
27 N -1.513 -0.119 -0.793
28 C 4.532 3.240 3.759
29 C 2.213 -2.980 -0.571
30 C -0.084 2.289 0.863
31 H 1.511 -6.288 -0.346
32 C -2.749 3.025 -2.105
33 C 1.654 -1.782 -1.100
34 C -3.701 2.587 -4.967
35 C 0.914 1.178 1.194
36 C -0.461 -1.562 -6.232
37 H -3.736 -2.077 -6.874
38 C -2.593 -1.629 0.563
39 H -3.913 1.880 -5.767
40 C 3.194 2.683 1.835
41 Si -3.242 1.742 -3.357
42 H 0.676 0.315 0.564
43 Br -0.195 4.159 4.660
44 C -0.237 3.286 1.982
45 H 0.627 -4.192 -1.341
46 C -2.986 -0.779 -5.359
47 C 2.015 -5.626 3.308
48 H -5.430 1.543 -2.247
49 C -2.370 -0.448 1.296
50 O 3.040 -7.754 3.662
51 C 4.072 2.306 2.846
52 H 3.909 -2.024 0.323
53 C -3.199 -2.731 1.157
54 O -1.437 1.715 0.785
55 C 3.388 -2.962 0.183
56 C 2.811 4.018 1.719
57 S 3.758 -6.798 1.386
58 C -2.847 -1.678 -6.406
59 H -2.882 3.228 -5.295
60 O 4.888 5.169 5.878
61 H 0.539 -1.839 -6.530
62 H 1.368 -5.923 4.130
63 S 2.649 1.453 0.673
64 O 0.421 4.217 -0.461
65 H 1.326 -0.202 2.864
66 H -1.497 -2.795 -7.650
67 C 0.035 2.929 3.230
68 C 2.031 -5.352 -0.198
69 H 2.164 4.323 0.906
70 H 5.240 2.926 4.519
71 Os -0.375 0.325 -2.366
72 H -1.780 3.474 -2.313
73 H 1.429 -5.254 2.470
74 C -2.034 -1.432 -0.771
75 H -0.616 4.262 1.719
76 C -3.363 -1.443 3.213
77 O 4.645 6.778 4.377
78 H -3.503 3.815 -2.111
79 H -4.421 0.144 -1.880
80 C 4.114 4.564 3.669
81 H 2.967 5.985 2.561
82 H -4.584 3.212 -4.829
83 C 3.265 4.949 2.635
84 H 4.772 -4.109 1.349
85 O -1.977 -2.208 -1.717
86 H -3.360 -3.637 0.589
87 H -3.673 -1.401 4.249
88 C 1.544 -4.191 -0.766
89 H -4.053 -3.474 2.969

Forces on atoms 1 to 3 (eV/Å):
0.1 0.0 0.0
0.0 0.1 0.1
0.0 0.0 0.0

Output
lowest unoccupied orbital energy (alpha / beta) = 2.009 / 1.178 eV
<S²> = 6.0442
Kohn-Sham gap (alpha / beta) = 0.2237 / 0.2549 hartree
total charge = -1
multiplicity = 5
relative energy (zero: lowest compared OMol25 entry of this formula, charge and spin) = 295.2 kJ/mol



Density functional theory data (ωB97M-V/def2-TZVPD) for FHO2S as an isolated structure.

Cartesian coordinates (Å):
1 F -1.246 -1.224 -0.014
2 S 1.163 0.816 0.234
3 O -0.068 0.710 -0.663
4 O -1.394 0.096 0.190
5 H 1.545 -0.398 0.253

Forces on atoms 1 to 3 (eV/Å):
0.1 -1.5 -0.2
0.7 2.5 1.4
-2.8 -0.8 -0.6

Output
lowest unoccupied orbital energy (alpha / beta) = -1.164 / -1.156 eV
Kohn-Sham gap (alpha / beta) = 0.3285 / 0.3286 hartree
multiplicity = 1
relative energy (zero: lowest compared OMol25 entry of this formula, charge and spin) = 662.3 kJ/mol